## 1
DFT (wB97M-V/def2-TZVPD) results for a single CN2OS molecule.

Summary:
* charge: 0
* LUMO: -1.623 eV
* gap between HOMO and LUMO: 7.3 eV
* SMILES: O=C=NN=S

```
5
Properties=species:S:1:pos:R:3:mulliken_charge:R:1
S 2.4945 0.2171 -0.0278 -0.02
O -2.3719 0.2665 -0.0270 -0.35
N -0.0202 0.0810 0.0814 0.08
N 1.1418 -0.5181 -0.0053 -0.19
C -1.2442 -0.0464 -0.0213 0.49
```

## 2
DFT (wB97M-V/def2-TZVPD) results for a single CN2OS molecule.

Summary:
* charge: 0
* LUMO (spin up / spin down): -2.549 / -2.616 eV
* gap between HOMO and LUMO (spin up / spin down): 6.4 / 6.3 eV
* SMILES: [O-][N+]#CN=S

```
5
Properties=species:S:1:pos:R:3:mulliken_charge:R:1
S -2.8500 0.0090 0.0226 -0.02
O 2.5177 -0.1914 0.0219 -0.47
N 1.3578 0.1303 -0.0271 0.28
N -1.1477 0.0592 -0.0096 -0.33
C 0.1222 -0.0071 -0.0077 0.53
```

Stability summary - winner: 1; margin: 2.810 eV.

## 1
DFT (wB97M-V/def2-TZVPD) results for 4 unconnected molecules or ions with the total composition C8H12N4.

Summary:
* charge: 0
* LUMO: 0.581 eV
* gap between HOMO and LUMO: 12.2 eV
* SMILES: CC#N.CC#N.CC#N.CC#N

```
24
Properties=species:S:1:pos:R:3:mulliken_charge:R:1
N -4.3198 0.7013 2.5223 -0.38
N 2.5264 0.1907 -1.3416 -0.44
N 0.5812 0.1895 2.9334 -0.58
N -1.0928 -0.6742 -4.3779 -0.39
C -2.6144 -0.7746 3.8528 -0.81
C -0.2290 1.4617 0.7822 -0.54
C -3.5641 0.0588 3.0784 0.37
C 0.8604 0.7699 -5.2630 -0.71
C 2.4925 -1.5464 0.5800 -0.53
C 0.2284 0.8175 2.0248 0.40
C -0.2137 0.0092 -4.6798 0.32
C 2.5331 -0.5694 -0.4643 0.34
H -2.2567 -0.1972 4.6664 0.28
H -1.2906 1.5051 0.8961 0.28
H 0.9070 1.7950 -4.9031 0.26
H 3.4980 -1.7245 0.9041 0.28
H -3.0930 -1.6720 4.3052 0.29
H 0.7156 0.7754 -6.3308 0.29
H 1.8076 0.2484 -4.9562 0.23
H 2.0653 -0.9803 1.3704 0.07
H 0.1006 0.8331 -0.0635 0.21
H 0.2019 2.4567 0.8246 0.25
H 1.9540 -2.4924 0.3262 0.26
H -1.7982 -1.1812 3.3134 0.24
```

## 2
DFT (wB97M-V/def2-TZVPD) results for a single C8H12N4 molecule.

Summary:
* charge: 0
* LUMO (spin up / spin down): 0.441 / 0.442 eV
* gap between HOMO and LUMO (spin up / spin down): 6.5 / 6.5 eV

```
24
Properties=species:S:1:pos:R:3:mulliken_charge:R:1
N -0.3841 1.6787 0.1608 -0.04
N 0.1483 -0.9632 -0.6016 -0.12
N -3.7355 0.4556 -0.2232 -0.62
N -0.7990 -0.8462 1.5262 -0.35
C -2.7329 1.0368 0.0003 0.44
C -1.9581 -2.0262 -0.3393 -1.15
C -1.5560 1.7347 -0.1863 -0.12
C -0.9713 -1.1287 0.1974 0.25
C 1.8275 2.1069 0.8014 -1.40
C 0.8212 1.2370 0.1434 -0.19
C 2.3520 -0.3177 -1.1199 -1.41
C 1.0813 0.0086 -0.4488 0.90
H 1.9082 1.7228 1.8121 0.26
H 0.1182 -1.2073 -1.5796 0.32
H 2.2440 -1.4132 -1.4290 0.34
H 2.5305 0.3026 -2.0833 0.24
H 0.0171 -0.2231 1.6446 0.33
H 3.1504 -0.3200 -0.3264 0.38
H -1.5024 -2.4610 -1.1989 0.28
H -2.3997 -2.7189 0.3312 0.37
H -2.8469 -1.5010 -0.5325 0.30
H 1.4905 3.1989 1.0596 0.32
H 2.7418 2.2787 0.2450 0.37
H -1.5449 -0.6350 2.1468 0.30
```

Stability summary - winner: 1; margin: 3.737 eV.

## 1
DFT (wB97M-V/def2-TZVPD) results for 15 unconnected molecules or ions with the total composition C4H28BO22.

Summary:
* charge: -1
* LUMO: 1.423 eV
* gap between HOMO and LUMO: 9.8 eV

```
55
Properties=species:S:1:pos:R:3:mulliken_charge:R:1
O 6.2196 -2.7748 1.0377 -0.62
O -0.4965 -5.5076 0.6676 -0.66
O 0.6514 1.2115 -4.8218 -0.62
O -0.2858 -1.0893 0.3732 -0.57
O 3.0704 -1.7732 0.9044 -0.60
O -1.6183 -1.3009 -3.5456 -0.65
O -1.0222 2.1788 -2.4445 -0.65
O -0.1997 4.7554 3.0139 -0.66
O -0.6741 -2.9243 4.1875 -0.68
O 1.8422 -0.2617 -0.2453 -0.52
O 0.5986 -2.8951 1.6669 -0.52
O 1.7161 -2.7505 -2.1838 -0.59
O -2.1100 5.9704 0.8631 -0.71
O -2.5277 -2.5301 1.2204 -0.70
O -3.1080 2.2770 -4.8488 -0.61
O -0.0465 0.4245 -1.5240 -0.10
O -1.2090 5.9340 -1.6320 -0.67
O 0.2433 1.3979 0.6034 -0.61
O 2.0570 -2.1917 4.0293 -0.69
O 3.5081 -4.2044 -0.6298 -0.70
O -4.0410 3.0901 1.6240 -0.66
O -0.8821 3.3565 0.3373 -0.51
C -0.6047 1.6403 -1.4661 0.26
C 2.0062 -1.2919 0.5414 -0.17
C -0.4846 2.2464 -0.0575 0.47
C 0.7026 -1.9542 0.8771 1.38
B 0.3829 0.1277 -0.1457 1.01
H 1.1365 -2.4225 3.9043 0.40
H 2.1522 -3.3581 -1.5864 0.37
H -1.6897 6.6289 1.4162 0.29
H -2.6973 2.1877 -3.9888 0.36
H -0.0484 -4.7455 1.0344 0.36
H -1.5234 -0.8349 -2.7148 0.32
H -1.7820 5.1342 1.1939 0.40
H 5.2978 -2.7216 1.2898 0.33
H -1.6803 5.1968 -2.0201 0.29
H 1.1692 1.9162 -4.4324 0.30
H 4.2674 -4.0398 -1.1888 0.32
H -1.4913 -3.2749 4.5418 0.28
H -0.7280 -1.5683 -3.7738 0.33
H -3.2569 3.5257 1.2898 0.36
H 3.4713 -3.4469 -0.0457 0.32
H -0.9521 4.4800 3.5375 0.32
H -1.3195 -5.5590 1.1537 0.31
H 2.2592 -1.9626 -2.1635 0.28
H -4.0163 2.0088 -4.7100 0.30
H -0.0098 4.0035 2.4527 0.32
H 2.3776 -1.9979 3.1485 0.32
H -2.6285 -2.8705 0.3315 0.30
H 6.6428 -3.2248 1.7689 0.30
H -0.8268 -1.9818 4.1195 0.28
H -1.7358 -1.9936 1.1837 0.50
H -0.1315 1.1580 -4.2737 0.35
H -4.3738 2.5899 0.8788 0.30
H -1.5710 6.0124 -0.7493 0.43
```

## 2
DFT (wB97M-V/def2-TZVPD) results for a molecular structure, C4H28BO22.

Summary:
* charge: -1
* LUMO: 1.747 eV
* gap between HOMO and LUMO: 8.9 eV

```
55
Properties=species:S:1:pos:R:3:mulliken_charge:R:1
O 0.7377 -1.3581 2.6349 -0.64
O 0.0877 3.5429 -1.9801 -0.76
O -2.1453 1.1149 -1.2741 -0.53
O 0.0297 1.3639 -2.1661 -0.55
O 0.8877 2.5059 0.8029 -0.41
O 2.5227 0.6079 -0.5281 -0.70
O 2.8247 3.1229 -2.9441 -0.61
O 1.8767 4.9399 0.0919 -0.61
O -1.2933 0.4059 2.3529 -0.75
O -0.1343 -2.6791 -2.6251 -0.79
O -1.1633 -0.7891 -2.5151 -0.54
O -0.3983 -0.2441 -0.4211 -0.06
O 0.1897 -5.4971 1.4889 -0.67
O -2.4163 3.1529 -0.5841 -0.79
O 2.4497 -3.1101 1.0559 -0.74
O -1.3883 5.0979 0.6899 -0.67
O -0.1323 -2.3291 0.2069 0.54
O -1.6183 -3.0531 2.5139 -0.71
O 2.6607 -2.3001 -1.5671 -0.73
O -3.7083 3.8049 1.5529 -0.69
O 0.7697 -5.0351 -1.3661 -0.74
O -2.1333 -4.5251 -0.0541 -0.61
C -0.5983 -1.7561 -1.9611 0.41
C -0.4303 2.4549 -1.7731 0.85
C -1.8173 2.3269 -1.2781 0.59
C -0.1673 -1.4741 -0.6491 0.72
B -0.9283 0.3479 -1.6471 0.72
H -2.6423 -4.2261 -0.8201 0.29
H 0.8377 3.3839 0.4769 0.19
H -1.7703 4.4919 0.0359 0.43
H 1.2927 2.5939 1.6899 0.21
H -3.6663 3.3909 0.6859 0.44
H -2.0023 -3.8571 0.5879 0.28
H 1.8947 1.3489 -0.5491 0.19
H 1.9557 3.3819 -2.6331 0.41
H 0.6897 -4.2371 -1.9251 0.41
H 2.5607 -2.9881 0.1369 0.50
H -2.2273 0.5809 2.2429 0.34
H -2.1073 5.7109 0.8479 0.29
H 1.9857 -2.2941 1.2509 0.19
H -0.4793 -5.4291 2.1509 0.29
H 1.9097 -2.1641 -2.1861 0.31
H 1.1997 5.4669 -0.2671 0.27
H -2.8103 3.7379 1.8739 0.33
H -0.9323 -2.4581 2.2869 0.34
H 2.7027 5.1899 -0.3201 0.28
H 3.1267 3.6809 -3.6181 0.25
H 0.0117 -4.9221 -0.8251 0.28
H 0.5597 -1.4741 3.5939 0.27
H 2.5597 0.2579 0.3759 0.33
H -0.0023 -4.7951 0.8569 0.19
H -0.0113 -0.8401 2.3029 0.34
H -1.2033 -3.5171 3.3019 0.26
H -0.8993 0.8179 1.5789 0.21
H 2.9017 -1.4691 -1.1881 0.32
```

## 3
DFT (wB97M-V/def2-TZVPD) results for 15 unconnected molecules or ions with the total composition C4H28BO22.

Summary:
* charge: -1
* LUMO: 1.788 eV
* gap between HOMO and LUMO: 9.6 eV

```
55
Properties=species:S:1:pos:R:3:mulliken_charge:R:1
O 2.6042 -1.0496 4.4368 -0.64
O -0.4200 4.8051 -1.4045 -0.70
O 2.2252 -1.7682 0.9044 -0.48
O -1.7442 -0.9542 -1.1135 -0.69
O -1.4537 2.2697 -2.3564 -0.84
O 0.6414 -0.8494 -0.3656 -0.46
O -2.9685 4.0578 -0.0279 -0.62
O -1.2686 2.2762 2.4273 -0.63
O 4.2295 0.2473 2.6166 -0.65
O -0.1392 -1.9164 2.7371 -0.68
O 0.5601 -0.6034 -4.1902 -0.61
O -5.9504 0.2656 -2.2020 -0.64
O 0.2714 -2.8275 5.2116 -0.64
O 5.0772 -2.4865 1.5806 -0.62
O -2.0106 0.3984 -5.8127 -0.62
O 4.5346 -0.1452 0.0145 -0.58
O -2.8332 -0.2557 -2.9619 -0.65
O 0.1779 0.9098 4.6720 -0.64
O -1.0829 -0.6025 1.2230 -0.44
O -3.9514 -2.3894 -4.0374 -0.68
O 3.4074 -2.3019 -1.6951 -0.67
O -0.7281 1.0874 -0.5187 -0.60
C 1.1042 -1.3124 0.7408 0.74
C -0.1015 -1.3154 1.7170 0.30
C -2.1745 -0.0497 -1.9414 0.31
C -1.3958 1.2799 -1.6189 0.94
B -0.7271 -0.3508 -0.1803 1.34
H -0.2133 -3.6369 5.3783 0.27
H 4.8781 0.4982 3.2756 0.30
H -3.4093 -1.6873 -3.6638 0.48
H -5.0415 0.5098 -2.3848 0.32
H -2.1327 4.3435 -0.4048 0.36
H -3.6059 4.1848 -0.7319 0.29
H -2.0457 2.8373 2.4215 0.26
H -1.9972 0.8300 -4.9564 0.31
H -1.4000 1.6757 1.6916 0.38
H 4.3012 0.6481 -0.4699 0.30
H -0.4616 0.1969 4.6262 0.31
H 5.0833 -1.9960 2.4028 0.34
H -0.5915 3.9209 -1.7386 0.40
H -6.2778 -0.0783 -3.0343 0.30
H -0.2738 1.6632 4.2863 0.31
H 0.2345 -2.7152 4.2578 0.51
H 0.4433 4.7442 -0.9928 0.32
H 1.7206 -0.7167 4.2664 0.23
H 2.4805 -1.9865 4.5987 0.33
H 3.7617 -0.4965 3.0074 0.30
H 0.6713 -0.1185 -5.0094 0.32
H -3.5347 -3.1997 -3.7416 0.28
H 4.3072 -2.1589 1.1111 0.29
H 4.2802 0.0459 0.9245 0.39
H 3.6900 -1.6486 -1.0505 0.35
H -2.9390 0.3569 -6.0459 0.29
H 2.5300 -2.0178 -1.9556 0.31
H -0.3412 -0.4176 -3.9230 0.31
```

Stability summary - winner: 3; margin: 0.850 eV.

## 1
DFT (wB97M-V/def2-TZVPD) results for a single C21H22ClN3O2 molecule.

Summary:
* charge: 0
* LUMO: 0.599 eV
* gap between HOMO and LUMO: 8.5 eV
* SMILES: Cc1cccc(N2C(=O)C[C@@H](N3CCN(c4ccc(Cl)cc4)CC3)C2=O)c1

```
49
Properties=species:S:1:pos:R:3:mulliken_charge:R:1
Cl 3.3050 -7.0057 3.1012 -0.23
O 0.6193 4.5000 -1.3599 -0.60
O -2.4896 1.1759 -1.3731 -0.60
N -1.1532 3.0400 -1.2796 0.37
N 0.0642 -0.2365 -1.3601 0.17
N 1.0885 -2.4524 0.0490 0.32
C -4.0818 5.8185 -0.1935 -0.66
C 0.1780 3.3878 -1.4556 0.37
C 1.8418 -3.4310 2.1195 -0.21
C -1.4218 1.7035 -1.5156 -0.25
C -2.8683 5.8100 0.4814 0.69
C 1.8407 -4.7738 0.1375 -0.24
C -1.9075 4.8742 0.1197 -0.20
C 0.1196 -0.2234 0.0875 -0.39
C 1.0698 -2.4535 -1.3954 -0.92
C -2.5910 6.7720 1.5952 -1.46
C 2.3774 -5.8279 0.8518 -0.91
C -2.1558 3.9789 -0.9084 0.33
C -3.3683 3.9947 -1.5839 -0.51
C 1.5605 -3.5489 0.7521 0.46
C -0.0047 -1.6636 0.5781 -1.24
C 1.1648 -1.0097 -1.8955 -0.84
C -0.1268 1.0440 -1.9939 -0.01
C -4.3298 4.9163 -1.2135 -0.79
C 2.6386 -5.6837 2.2025 0.36
C 0.9451 2.1279 -1.7862 -0.64
C 2.3686 -4.4825 2.8386 -0.82
H -3.3083 7.5885 1.5921 0.38
H -5.2772 4.9349 -1.7307 0.37
H -3.5547 3.2928 -2.3805 0.42
H 1.0659 0.2010 0.4680 0.26
H 1.5940 1.8893 -0.9414 0.27
H 2.5803 -4.3693 3.8903 0.39
H 1.6232 -4.9238 -0.9078 0.37
H -0.7152 0.3639 0.4728 0.47
H -2.6576 6.2613 2.5560 0.31
H -4.8391 6.5384 0.0806 0.38
H 1.1058 -1.0038 -2.9859 0.41
H -0.2603 0.8468 -3.0660 0.50
H 2.5815 -6.7659 0.3593 0.39
H 1.5817 2.2941 -2.6546 0.34
H 2.1424 -0.5949 -1.5936 0.33
H -0.9589 4.8533 0.6336 0.40
H 1.9320 -3.0048 -1.7714 0.55
H 1.6649 -2.4952 2.6265 0.37
H 0.1458 -2.9046 -1.7877 0.37
H -0.0009 -1.6898 1.6658 0.53
H -1.5875 7.1821 1.5039 0.34
H -0.9662 -2.0632 0.2209 0.26
```

## 2
DFT (wB97M-V/def2-TZVPD) results for a single C21H22ClN3O2 molecule.

Summary:
* charge: 0
* LUMO: -0.037 eV
* gap between HOMO and LUMO: 8.5 eV
* SMILES: CCCCNC(=O)CCn1nc(-c2ccc(Cl)cc2)c2ccccc2c1=O

```
49
Properties=species:S:1:pos:R:3:mulliken_charge:R:1
Cl 6.2881 -0.0655 -0.7153 -0.22
O -0.6530 -3.8832 -1.2621 -0.68
O -3.5957 0.5891 -1.4739 -0.72
N -0.2111 -0.1601 -1.9068 -0.55
N -1.5332 -0.1694 -2.0153 0.37
N -0.9704 -2.1520 0.1480 0.06
C 0.4067 0.7914 -1.2837 0.42
C -1.2908 -2.9107 -0.9223 0.58
C -0.4542 4.1319 0.2151 -0.73
C -2.5129 -2.4137 -1.6832 -0.75
C -0.0225 -2.1422 2.4172 -0.84
C -2.0912 -1.3293 -2.6844 -0.89
C -1.7095 1.8925 -0.8224 -0.03
C 0.2266 -2.3678 0.9286 -0.54
C 0.3096 3.0876 -0.2548 -0.36
C -0.4128 -0.4666 4.2646 -1.56
C -0.2002 -0.6654 2.7690 0.50
C -1.8463 4.0633 0.1941 -0.56
C 4.5875 0.1880 -0.8785 0.35
C 3.9597 -0.1076 -2.0793 -0.86
C -0.3048 1.9329 -0.7561 0.64
C 2.5037 0.8879 0.0619 -0.05
C 3.8627 0.6767 0.1974 -1.15
C 1.8589 0.6164 -1.1432 0.34
C -2.3880 0.7499 -1.4370 0.44
C 2.6006 0.1018 -2.2041 -0.46
C -2.4700 2.9557 -0.3323 -0.75
H 1.0257 -1.7008 0.5771 0.06
H -1.3039 -0.9944 4.5964 0.35
H 1.9368 1.2412 0.9107 0.57
H -1.5288 -1.3448 0.3733 0.13
H -2.9387 -3.2489 -2.2380 0.41
H -2.9642 -0.9985 -3.2518 0.46
H 0.5338 -3.3983 0.7357 0.38
H 4.3580 0.8839 1.1330 0.43
H 2.0964 -0.1314 -3.1282 0.46
H -2.4310 4.8880 0.5725 0.42
H -3.5452 2.8825 -0.3945 0.51
H 0.6901 -0.1167 2.4529 -0.11
H -0.9084 -2.7031 2.7219 0.32
H 0.0303 5.0178 0.5984 0.43
H -1.0545 -0.2475 2.2299 0.23
H 1.3859 3.1634 -0.2621 0.61
H 0.4384 -0.8488 4.8234 0.35
H 0.8299 -2.5363 2.9732 0.40
H -3.2662 -2.0094 -1.0061 0.35
H 4.5323 -0.5005 -2.9045 0.42
H -0.5322 0.5888 4.4983 0.42
H -1.3218 -1.7177 -3.3526 0.44
```

Stability summary - winner: 2; margin: 0.228 eV.